[1]
{"formula": "C8H15N2", "method": "ωB97M-V/def2-TZVPD", "gap_ev": 10.257, "charge": 1, "e_tot_ev": -11511.87375, "relative_energy_kcal_mol": 25.6, "mol_weight_g_mol": 139.22, "smiles": "C/[NH+]=C1\\N=C(C)CC1(C)C", "symbols": ["C", "C", "C", "C", "C", "C", "C", "C", "N", "N", "H", "H", "H", "H", "H", "H", "H", "H", "H", "H", "H", "H", "H", "H", "H"], "xyz": [[1.539, 0.742, 0.041], [-0.571, 0.320, 0.217], [1.380, -0.837, -0.177], [-0.112, -1.011, 0.107], [2.747, 1.428, -0.178], [-0.881, -1.753, -1.084], [-0.392, -1.961, 1.300], [-2.015, 2.238, 0.081], [0.467, 1.303, 0.212], [-1.773, 0.776, 0.028], [1.642, -1.211, -1.209], [2.034, -1.370, 0.536], [2.685, 1.981, -1.197], [3.716, 0.820, -0.310], [2.913, 2.326, 0.470], [-0.421, -2.674, -1.353], [-0.967, -1.003, -1.873], [-1.936, -1.961, -0.801], [-0.272, -2.952, 1.042], [-1.364, -1.844, 1.641], [0.308, -1.692, 2.077], [-1.203, 2.818, -0.342], [-1.832, 2.694, 1.086], [-2.986, 2.459, -0.235], [-2.706, 0.363, -0.077]], "atomic_forces_ev_per_a": [[2.3, -5.5, -1.8], [-0.4, 3.0, -1.0], [0.8, 0.9, 0.1], [-0.2, -4.6, -1.0], [4.2, 2.5, -2.0], [-1.0, 2.3, 0.8], [1.7, 2.7, 0.3], [2.3, 0.9, 1.9], [-5.6, 1.4, 1.7], [-0.7, 2.1, 0.7], [-0.1, 0.8, 0.9], [-0.3, 0.1, -0.3], [-0.2, -1.0, 1.3], [-1.7, 0.7, 0.7], [-0.2, -1.0, -0.1], [0.5, -0.5, -0.3], [0.3, -0.6, -0.6], [0.7, 0.0, 0.1], [0.5, -2.1, -0.8], [-1.9, 0.3, 0.8], [0.0, -0.2, 0.6], [-0.3, -0.3, -1.3], [-0.8, -1.1, -0.1], [-1.2, 0.3, -0.7], [1.3, -1.2, 0.2]]}

=====

[2]
{"formula": "C8H15N2", "method": "ωB97M-V/def2-TZVPD", "gap_ev": 10.888, "charge": 1, "e_tot_ev": -11507.43871, "relative_energy_kcal_mol": 127.9, "mol_weight_g_mol": 139.22, "smiles": "C=N[N@@+]1(C=C(C)C)C[C@@H]1C", "symbols": ["C", "C", "C", "C", "C", "C", "C", "C", "N", "N", "H", "H", "H", "H", "H", "H", "H", "H", "H", "H", "H", "H", "H", "H", "H"], "xyz": [[-2.472, 0.645, 0.627], [-0.193, -0.814, 0.238], [-0.231, -1.293, -0.973], [0.687, 1.802, -0.103], [0.840, 1.646, 1.364], [0.104, -2.767, -1.199], [-0.592, -0.413, -2.176], [1.881, 0.877, 2.143], [-1.541, 1.494, 0.392], [-0.280, 0.987, 0.515], [-3.518, 0.821, 0.768], [-2.356, -0.435, 0.726], [0.099, -1.297, 1.171], [0.294, 2.848, -0.252], [1.576, 1.533, -0.697], [0.377, 2.525, 2.010], [-0.656, -3.487, -1.733], [1.089, -2.859, -1.734], [0.341, -3.283, -0.243], [-1.257, 0.543, -2.221], [-1.219, -1.068, -2.941], [0.359, -0.076, -2.727], [2.807, 1.575, 2.377], [2.350, 0.043, 1.601], [1.511, 0.454, 3.065]], "atomic_forces_ev_per_a": [[0.4, -0.4, 0.0], [1.3, 2.6, 1.9], [-1.0, 0.6, -1.6], [2.6, 3.5, 0.2], [-1.7, 2.1, 2.1], [0.2, -1.7, -0.2], [-0.8, -0.1, -3.3], [2.0, 0.4, -0.6], [-3.0, 0.0, 1.7], [1.0, -5.8, -1.2], [-0.4, 1.4, -0.5], [0.9, 0.1, 0.2], [-0.2, 0.4, -0.3], [0.3, -1.5, -0.7], [-1.2, -0.6, -0.2], [0.8, -2.0, -1.6], [1.2, 2.0, 0.8], [-1.0, 0.3, 0.1], [-0.4, 0.5, -0.3], [1.2, -1.6, 1.4], [1.6, 1.0, 1.4], [-1.2, -0.8, 0.7], [-2.2, -1.1, -0.4], [-0.3, 0.2, -0.2], [-0.2, 0.2, 0.4]]}

=====

[3]
{"formula": "C8H15N2", "method": "ωB97M-V/def2-TZVPD", "gap_ev": 8.345, "charge": 1, "e_tot_ev": -11510.77130, "relative_energy_kcal_mol": 51.0, "mol_weight_g_mol": 139.22, "symbols": ["C", "C", "C", "C", "C", "C", "C", "C", "N", "N", "H", "H", "H", "H", "H", "H", "H", "H", "H", "H", "H", "H", "H", "H", "H"], "xyz": [[-3.060, -0.022, -0.056], [-2.907, -0.583, -1.349], [-2.061, -0.063, 0.872], [-1.638, -0.903, -1.746], [-0.678, -0.493, 0.499], [-0.483, -0.795, -0.900], [1.840, -1.589, -0.727], [2.012, 2.140, 1.166], [0.680, -1.117, -1.445], [0.643, 1.779, 1.628], [-4.117, 0.343, 0.318], [-3.693, -0.609, -1.972], [-2.238, 0.163, 1.950], [-1.411, -1.211, -2.750], [0.103, 0.577, 0.904], [-0.040, -0.975, 1.331], [2.158, -0.746, -0.188], [1.625, -2.418, -0.066], [2.627, -1.962, -1.533], [2.819, 1.471, 1.448], [1.837, 2.194, 0.115], [2.398, 3.234, 1.562], [0.520, -1.423, -2.394], [0.052, 2.628, 1.724], [0.657, 1.366, 2.648]], "atomic_forces_ev_per_a": [[-2.5, 0.5, 2.2], [3.9, 1.0, 2.3], [1.2, -0.7, 0.2], [0.1, 0.5, 0.0], [0.2, 0.9, 1.2], [-1.1, -0.6, 1.3], [1.1, -1.1, -2.6], [0.3, 3.2, 1.2], [-0.6, -0.7, -1.0], [0.2, -1.3, 3.3], [2.3, -0.8, -1.0], [-2.6, -0.4, -2.2], [0.1, 0.0, -1.1], [-0.3, -0.2, -0.4], [-0.9, 0.6, -0.3], [-1.1, 0.1, -1.5], [1.2, 0.9, 0.9], [-0.2, -0.2, 0.2], [-1.5, 1.0, 1.9], [-0.4, -0.5, 0.0], [0.8, 0.2, -0.9], [-1.2, -2.7, -1.0], [0.7, -0.1, 0.0], [0.4, -0.8, -0.4], [0.1, 1.2, -2.4]]}

=====

[4]
{"formula": "C8H15N2", "method": "ωB97M-V/def2-TZVPD", "gap_ev": [8.427, 8.425], "charge": 1, "e_tot_ev": -11507.36742, "relative_energy_kcal_mol": 129.5, "mol_weight_g_mol": 139.22, "symbols": ["C", "C", "C", "C", "C", "C", "C", "C", "N", "N", "H", "H", "H", "H", "H", "H", "H", "H", "H", "H", "H", "H", "H", "H", "H"], "xyz": [[-2.247, 0.596, 0.722], [-4.177, 1.241, -0.570], [-0.768, -1.136, -0.263], [3.065, 1.681, 0.175], [-0.013, -2.288, 0.417], [1.919, 0.836, -0.436], [1.940, -0.590, 0.165], [0.780, -1.319, -0.475], [-3.449, 0.470, 0.159], [-1.192, -0.079, 0.569], [-3.659, 1.934, -1.217], [-5.314, 1.023, -0.647], [3.834, 1.085, 0.412], [3.399, 2.301, -0.550], [2.813, 2.374, 1.015], [0.073, -2.284, 1.534], [-1.323, -1.259, -1.090], [-0.170, -3.247, 0.008], [0.880, 1.377, -0.164], [2.008, 0.648, -1.462], [2.806, -1.092, -0.043], [1.939, -0.481, 1.357], [1.142, -1.667, -1.529], [-3.890, -0.303, 0.663], [-0.392, 0.179, 1.249]], "atomic_forces_ev_per_a": [[2.0, 1.8, 1.6], [-2.0, -0.9, -0.9], [3.9, -0.5, 1.8], [-3.9, 1.0, 0.6], [0.0, 1.0, -0.4], [-1.1, 0.9, 3.6], [-3.5, 3.3, 2.7], [0.0, -2.1, 0.2], [-1.5, -1.3, -0.4], [2.1, 0.6, 1.9], [-0.2, 0.5, 0.3], [2.4, 0.5, 0.1], [2.9, -2.2, 1.2], [1.2, 2.2, -2.4], [-0.2, -1.0, -0.4], [0.2, 0.3, -1.3], [-2.0, -0.7, -2.7], [-0.5, -1.0, -0.2], [2.2, -1.3, -1.0], [0.1, 0.6, -1.7], [2.3, -1.3, -0.7], [-0.4, -0.5, -2.4], [-1.4, 0.4, 1.9], [-0.7, 0.1, 0.0], [-1.8, -0.3, -1.2]]}